# 1
{
  "formula": "C23H23InP2",
  "method": "ωB97M-V with the def2-TZVPD basis set",
  "spin_multiplicity": 1,
  "charge": 0,
  "homo_lumo_gap_ev": 4.166,
  "e_homo_ev": -5.18,
  "species": ["C", "C", "C", "C", "C", "In", "P", "H", "H", "H", "H", "H", "H", "H", "H", "C", "C", "C", "C", "C", "C", "P", "C", "C", "C", "C", "C", "C", "C", "C", "C", "C", "C", "C", "H", "H", "H", "H", "H", "H", "H", "H", "H", "H", "H", "H", "H", "H", "H"],
  "xyz": [[-0.687, 0.979, -4.293], [-1.379, 2.218, -4.295], [-0.421, 3.263, -4.096], [0.872, 2.674, -3.997], [0.723, 1.261, -4.126], [0.310, -1.837, -1.902], [-0.215, -4.510, -1.633], [-1.106, -0.014, -4.409], [-2.452, 2.336, -4.431], [-0.654, 4.326, -4.048], [1.506, 0.497, -4.055], [1.808, 3.201, -3.833], [0.766, -5.343, -2.266], [-1.400, -4.991, -2.279], [-0.314, -5.159, -0.356], [-0.203, 4.014, 2.176], [0.613, 3.822, 1.055], [0.587, 2.615, 0.352], [-0.233, 1.554, 0.797], [-1.079, 1.769, 1.900], [-1.061, 2.989, 2.585], [0.041, -0.121, 0.074], [1.612, -0.561, 0.925], [2.761, -0.746, 0.137], [3.968, -1.096, 0.741], [4.055, -1.198, 2.127], [2.926, -0.946, 2.922], [1.706, -0.612, 2.324], [-1.309, -1.071, 0.862], [-1.092, -2.212, 1.642], [-2.185, -2.967, 2.077], [-3.484, -2.617, 1.695], [-3.696, -1.516, 0.866], [-2.621, -0.738, 0.449], [-0.166, 4.953, 2.734], [1.279, 4.624, 0.736], [1.208, 2.478, -0.535], [-1.758, 0.986, 2.241], [-1.713, 3.132, 3.446], [2.712, -0.618, -0.953], [4.844, -1.277, 0.110], [5.006, -1.458, 2.596], [2.996, -1.009, 4.006], [0.831, -0.388, 2.942], [-0.071, -2.506, 1.907], [-2.018, -3.833, 2.713], [-4.331, -3.219, 2.032], [-4.708, -1.254, 0.544], [-2.772, 0.127, -0.206]]
}

# 2
{
  "formula": "C23H23IrN4O4",
  "method": "ωB97M-V with the def2-TZVPD basis set",
  "spin_multiplicity": 1,
  "charge": 0,
  "homo_lumo_gap_ev": [5.566, 5.566],
  "e_homo_ev": [-7.69, -7.69],
  "species": ["Ir", "C", "N", "C", "C", "C", "C", "C", "C", "C", "N", "C", "C", "C", "C", "C", "C", "N", "C", "C", "H", "H", "H", "H", "H", "H", "H", "H", "H", "H", "H", "H", "H", "H", "H", "H", "H", "H", "H", "H", "O", "C", "O", "C", "C", "C", "N", "C", "C", "C", "O", "O", "H", "H", "H"],
  "xyz": [[-0.353, -0.092, -0.030], [-0.806, -1.251, 2.839], [0.191, -0.355, 2.222], [0.129, 0.981, 2.846], [1.519, -0.936, 2.294], [2.109, -1.252, 3.505], [3.320, -1.921, 3.547], [3.910, -2.322, 2.356], [3.350, -1.966, 1.144], [2.181, -1.193, 1.089], [1.598, -0.703, -0.069], [2.294, -0.519, -1.255], [3.678, -0.312, -1.351], [4.305, -0.281, -2.581], [3.573, -0.440, -3.748], [2.192, -0.513, -3.669], [1.554, -0.498, -2.442], [0.112, -0.412, -2.333], [-0.569, -1.559, -2.947], [-0.367, 0.855, -2.928], [-0.640, -1.353, 3.915], [-0.750, -2.234, 2.376], [-1.802, -0.841, 2.684], [0.317, 0.932, 3.922], [-0.863, 1.401, 2.686], [0.871, 1.631, 2.386], [1.620, -0.979, 4.431], [3.782, -2.156, 4.495], [4.817, -2.911, 2.370], [3.803, -2.306, 0.226], [4.247, -0.150, -0.448], [5.377, -0.140, -2.629], [4.063, -0.454, -4.711], [1.610, -0.570, -4.581], [-0.409, -1.588, -4.028], [-1.640, -1.489, -2.761], [-0.194, -2.480, -2.506], [-0.201, 0.882, -4.009], [0.159, 1.692, -2.473], [-1.433, 0.965, -2.733], [-6.760, -3.108, -0.013], [-5.746, -3.806, -0.008], [-5.494, -5.016, 0.012], [-4.397, -2.923, -0.037], [-3.161, -3.558, -0.075], [-2.019, -2.784, -0.096], [-2.079, -1.450, -0.086], [-3.263, -0.835, -0.056], [-4.455, -1.537, -0.024], [-3.231, 0.689, -0.063], [-4.268, 1.306, -0.022], [-2.038, 1.176, -0.124], [-3.110, -4.637, -0.084], [-1.029, -3.228, -0.124], [-5.394, -1.004, 0.017]]
}

# 3
{
  "formula": "C23H23IrN6O4S",
  "method": "ωB97M-V with the def2-TZVPD basis set",
  "spin_multiplicity": 1,
  "charge": 0,
  "homo_lumo_gap_ev": [7.035, 7.062],
  "e_homo_ev": [-7.58, -7.60],
  "species": ["Ir", "N", "C", "S", "N", "N", "C", "C", "C", "C", "C", "C", "C", "O", "H", "H", "H", "H", "H", "H", "H", "C", "C", "C", "O", "C", "O", "O", "H", "H", "H", "H", "H", "H", "H", "C", "C", "N", "C", "C", "C", "C", "C", "C", "C", "C", "N", "C", "N", "H", "H", "H", "H", "H", "H", "H", "H", "H"],
  "xyz": [[-0.063, 0.276, -0.066], [2.457, 0.238, 3.549], [1.895, 0.022, 2.335], [1.299, 1.440, 1.497], [1.861, -1.183, 1.881], [1.295, -1.303, 0.629], [1.282, -2.503, 0.164], [0.723, -2.919, -1.087], [0.644, -4.299, -1.348], [0.053, -4.780, -2.490], [-0.472, -3.866, -3.412], [-0.379, -2.512, -3.193], [0.226, -1.996, -2.032], [0.347, -0.696, -1.884], [2.402, 1.149, 3.963], [2.801, -0.542, 4.080], [1.718, -3.271, 0.801], [1.047, -4.983, -0.610], [-0.008, -5.844, -2.671], [-0.961, -4.232, -4.307], [-0.778, -1.799, -3.904], [-2.552, -2.619, 1.914], [-2.393, -1.109, 1.934], [-3.185, -0.471, 3.064], [-1.011, -0.752, 2.076], [-2.919, -0.529, 0.596], [-4.063, -0.792, 0.287], [-2.131, 0.240, -0.097], [-2.291, -3.042, 2.889], [-1.909, -3.061, 1.147], [-3.583, -2.875, 1.681], [-2.895, -0.903, 4.024], [-4.248, -0.640, 2.898], [-2.997, 0.603, 3.092], [-0.495, -1.532, 2.311], [-0.134, 4.390, -1.476], [-0.120, 3.255, -0.697], [-0.094, 2.031, -1.245], [-0.086, 1.901, -2.568], [-0.066, 2.994, -3.424], [-0.109, 4.258, -2.858], [-0.059, 2.817, -4.887], [0.655, 1.958, -5.613], [1.697, 1.017, -5.159], [2.145, 0.016, -6.013], [3.145, -0.816, -5.546], [3.667, -0.693, -4.329], [3.169, 0.293, -3.587], [2.230, 1.159, -3.943], [-0.161, 5.364, -1.009], [-0.131, 3.311, 0.381], [-0.089, 0.891, -2.942], [-0.108, 5.136, -3.494], [-0.728, 3.484, -5.423], [0.482, 1.948, -6.683], [1.723, -0.110, -7.002], [3.550, -1.609, -6.166], [3.575, 0.406, -2.588]]
}

# 4
{
  "formula": "C23H23MnN7O3S2",
  "method": "ωB97M-V with the def2-TZVPD basis set",
  "spin_multiplicity": 5,
  "charge": 1,
  "homo_lumo_gap_ev": [6.526, 6.419],
  "e_homo_ev": [-10.53, -10.63],
  "species": ["Mn", "N", "C", "S", "N", "N", "C", "C", "C", "C", "C", "C", "C", "O", "H", "H", "H", "H", "H", "H", "H", "O", "C", "O", "C", "C", "C", "C", "C", "C", "N", "C", "C", "C", "C", "C", "C", "N", "H", "H", "H", "H", "H", "H", "H", "H", "H", "H", "C", "N", "C", "N", "S", "H", "H", "H", "H", "H", "H"],
  "xyz": [[-0.505, 0.257, 0.234], [-4.789, 1.039, 0.311], [-3.551, 0.551, 0.217], [-2.238, 1.732, 0.178], [-3.303, -0.716, 0.173], [-2.005, -1.097, 0.076], [-1.850, -2.387, -0.090], [-0.616, -3.066, -0.282], [-0.589, -4.465, -0.399], [0.594, -5.138, -0.589], [1.799, -4.433, -0.650], [1.816, -3.061, -0.552], [0.618, -2.338, -0.371], [0.615, -1.051, -0.256], [-4.928, 2.034, 0.277], [-5.583, 0.419, 0.301], [-2.761, -2.983, -0.114], [-1.519, -5.009, -0.333], [0.595, -6.211, -0.686], [2.724, -4.973, -0.773], [2.741, -2.505, -0.581], [-1.676, -4.965, 5.790], [-1.159, -3.813, 6.247], [-0.921, -3.648, 7.408], [-0.896, -2.757, 5.216], [-1.119, -1.425, 5.557], [-0.848, -0.420, 4.652], [-0.326, -0.730, 3.394], [-0.099, -2.066, 3.056], [-0.386, -3.070, 3.957], [-0.051, 0.255, 2.451], [0.606, 1.323, 2.759], [0.888, 2.290, 1.731], [1.342, 3.582, 2.014], [1.574, 4.456, 0.972], [1.366, 4.013, -0.331], [0.931, 2.717, -0.538], [0.675, 1.869, 0.458], [-1.892, -4.936, 4.849], [-1.517, -1.201, 6.536], [-1.056, 0.611, 4.895], [0.331, -2.302, 2.095], [-0.177, -4.095, 3.684], [0.996, 1.496, 3.761], [1.476, 3.886, 3.040], [1.899, 5.466, 1.162], [1.534, 4.664, -1.173], [0.792, 2.336, -1.545], [7.226, -0.115, 0.751], [5.977, 0.518, 0.390], [5.119, 0.101, -0.546], [5.430, -0.955, -1.314], [3.646, 0.876, -0.716], [7.569, 0.322, 1.684], [7.996, 0.046, -0.010], [7.083, -1.188, 0.904], [5.683, 1.316, 0.930], [6.365, -1.326, -1.330], [4.818, -1.188, -2.077]]
}

# 5
{
  "formula": "C23H23N3O4S",
  "method": "ωB97M-V with the def2-TZVPD basis set",
  "spin_multiplicity": 1,
  "charge": 0,
  "homo_lumo_gap_ev": 7.908,
  "e_homo_ev": -8.14,
  "species": ["C", "C", "C", "C", "C", "C", "C", "C", "N", "C", "C", "C", "O", "N", "C", "O", "C", "H", "C", "H", "H", "C", "C", "O", "N", "H", "C", "C", "C", "C", "C", "O", "H", "H", "H", "H", "H", "H", "H", "H", "S", "C", "C", "H", "H", "H", "H", "H", "H", "H", "H", "H", "H", "H"],
  "xyz": [[-4.007, -1.905, -2.413], [-4.304, -1.395, -1.153], [-5.504, -1.686, -0.610], [-6.009, -1.334, 0.626], [-5.233, -0.588, 1.185], [-4.109, -0.099, 0.837], [-3.727, -0.626, -0.279], [-2.344, -0.044, -1.166], [-1.459, 0.523, -0.170], [-0.832, -0.334, 0.894], [-0.017, 0.435, 1.814], [0.433, 1.676, 1.591], [1.426, 1.892, 2.278], [-0.064, 2.383, 0.713], [-1.042, 1.801, -0.343], [-1.596, 2.499, -0.933], [0.460, 3.467, 0.435], [0.888, 3.929, 1.367], [1.496, 3.704, -0.865], [1.651, 4.670, -0.916], [0.830, 3.171, -1.756], [2.521, 2.862, -0.348], [2.354, 1.385, -0.449], [1.430, 0.792, -1.000], [3.190, 0.736, 0.048], [3.938, 1.069, 0.867], [3.175, -1.067, 0.374], [4.515, -1.309, -0.051], [5.491, -1.849, 0.836], [6.580, -2.312, -0.122], [5.986, -2.059, -1.473], [4.697, -1.710, -1.454], [6.369, -2.363, -2.384], [7.508, -2.756, 0.013], [5.632, -1.819, 1.793], [2.963, -0.987, 1.436], [2.407, -1.207, -0.483], [3.384, 2.965, -1.017], [3.048, 3.105, 0.473], [-0.543, 4.398, 0.241], [0.645, -1.019, 3.110], [-0.589, -2.048, 2.461], [-1.249, -1.697, 1.187], [-1.893, -2.389, 0.618], [-0.580, -3.050, 2.560], [-2.340, 0.655, -1.802], [-1.744, -1.014, -1.496], [-3.303, 0.545, 1.360], [-5.538, 0.070, 2.193], [-7.136, -1.555, 1.125], [-6.273, -2.416, -1.170], [-4.830, -2.466, -2.975], [-2.974, -2.462, -2.527], [-3.776, -1.166, -3.079]]
}

# 6
{
  "formula": "C23H23NO5V",
  "method": "ωB97M-V with the def2-TZVPD basis set",
  "spin_multiplicity": 2,
  "charge": 0,
  "homo_lumo_gap_ev": [7.536, 8.414],
  "e_homo_ev": [-9.02, -9.11],
  "species": ["V", "C", "C", "C", "C", "C", "C", "C", "C", "C", "C", "H", "H", "H", "H", "H", "H", "H", "H", "H", "H", "H", "H", "H", "H", "O", "C", "C", "C", "N", "C", "C", "C", "O", "O", "C", "O", "O", "H", "H", "H", "C", "C", "C", "C", "C", "C", "H", "H", "H", "H", "H", "H"],
  "xyz": [[0.000, 0.000, 0.000], [-0.919, -0.719, -3.551], [0.581, -1.024, -3.652], [1.323, 0.207, -4.186], [1.095, -1.517, -2.307], [0.366, -2.476, -1.619], [0.719, -2.867, -0.346], [1.830, -2.322, 0.277], [2.211, -2.770, 1.643], [2.596, -1.403, -0.423], [2.232, -1.004, -1.695], [-1.292, -0.228, -4.446], [-1.109, -0.049, -2.713], [-1.516, -1.619, -3.399], [0.729, -1.845, -4.375], [1.270, 1.021, -3.464], [0.864, 0.560, -5.110], [2.374, 0.003, -4.396], [-0.500, -2.909, -2.086], [0.119, -3.595, 0.179], [2.847, -3.652, 1.593], [1.330, -3.025, 2.233], [2.751, -1.991, 2.178], [3.477, -0.997, 0.045], [2.843, -0.282, -2.211], [-2.515, 4.025, 3.639], [-2.085, 3.018, 2.813], [-1.731, 1.775, 3.344], [-1.330, 0.817, 2.440], [-1.225, 1.055, 1.137], [-1.662, 2.210, 0.632], [-2.077, 3.252, 1.437], [-1.754, 2.077, -0.837], [-2.056, 3.086, -1.557], [-1.520, 0.876, -1.191], [-1.114, -0.620, 2.627], [-1.078, -1.127, 3.795], [-1.013, -1.168, 1.483], [-2.500, 3.661, 4.538], [-1.806, 1.520, 4.391], [-2.429, 4.176, 1.000], [3.253, 1.941, 3.088], [2.362, 0.957, 3.517], [1.441, 0.415, 2.622], [1.410, 0.854, 1.301], [2.299, 1.837, 0.871], [3.222, 2.381, 1.764], [3.972, 2.365, 3.784], [2.386, 0.614, 4.548], [0.744, -0.352, 2.948], [2.268, 2.173, -0.161], [3.916, 3.148, 1.429], [0.202, 1.528, -0.835]]
}

# 7
{
  "formula": "C23H24AsN5O3S3Ti",
  "method": "ωB97M-V with the def2-TZVPD basis set",
  "spin_multiplicity": 2,
  "charge": 1,
  "homo_lumo_gap_ev": [7.470, 7.435],
  "e_homo_ev": [-10.71, -10.71],
  "species": ["Ti", "N", "C", "S", "N", "N", "C", "C", "C", "C", "C", "C", "C", "C", "C", "C", "C", "C", "N", "H", "H", "H", "H", "H", "H", "H", "H", "H", "H", "H", "O", "C", "N", "S", "O", "O", "C", "C", "C", "C", "C", "C", "H", "H", "H", "H", "C", "As", "C", "C", "S", "H", "H", "H", "H", "H", "H", "H", "H", "H"],
  "xyz": [[0.197, -0.603, -0.224], [-0.519, -4.053, 2.753], [-0.453, -2.885, 2.030], [0.194, -2.966, 0.441], [-1.083, -1.873, 2.543], [-0.970, -0.757, 1.760], [-1.426, 0.349, 2.294], [-1.966, 0.444, 3.727], [-3.086, -0.285, 4.145], [-3.573, -0.142, 5.444], [-3.043, 0.760, 6.319], [-1.965, 1.574, 5.869], [-1.494, 1.401, 4.587], [-1.494, 1.473, 1.346], [-2.052, 2.705, 1.686], [-1.981, 3.757, 0.801], [-1.360, 3.569, -0.407], [-0.905, 2.298, -0.710], [-0.918, 1.265, 0.136], [-0.043, -4.896, 2.424], [-0.835, -3.988, 3.716], [-3.607, -1.053, 3.537], [-4.494, -0.712, 5.693], [-3.506, 0.938, 7.299], [-1.494, 2.261, 6.550], [-0.662, 1.995, 4.287], [-2.508, 2.795, 2.669], [-2.265, 4.745, 1.115], [-1.159, 4.323, -1.122], [-0.478, 2.142, -1.687], [-1.396, -1.069, -1.634], [-0.647, -0.685, -2.573], [0.492, -0.113, -2.156], [1.336, 0.569, -3.421], [1.177, 1.993, -3.340], [2.645, -0.007, -3.577], [0.168, -0.031, -4.688], [0.177, 0.211, -6.071], [-0.969, -0.185, -6.794], [-2.040, -0.802, -6.117], [-2.042, -1.030, -4.772], [-0.940, -0.596, -4.049], [0.987, 0.709, -6.534], [-1.054, 0.005, -7.842], [-2.887, -1.168, -6.715], [-2.884, -1.561, -4.288], [3.087, -1.945, -1.118], [3.704, -0.472, -0.018], [4.612, 0.719, -1.245], [4.855, -1.348, 1.197], [2.097, 0.592, 0.855], [3.917, -2.410, -1.724], [2.472, -1.610, -1.913], [2.578, -2.631, -0.443], [5.411, 0.173, -1.701], [4.983, 1.581, -0.689], [3.880, 1.098, -1.938], [5.655, -1.870, 0.633], [4.307, -2.069, 1.783], [5.269, -0.629, 1.867]]
}

# 8
{
  "formula": "C23H24Cl2N4O3S",
  "method": "ωB97M-V with the def2-TZVPD basis set",
  "spin_multiplicity": 1,
  "charge": 0,
  "homo_lumo_gap_ev": 8.370,
  "e_homo_ev": -7.80,
  "species": ["C", "C", "C", "N", "C", "N", "N", "C", "C", "H", "H", "C", "N", "C", "O", "C", "C", "C", "C", "C", "C", "H", "H", "Cl", "Cl", "H", "H", "H", "H", "S", "C", "H", "H", "C", "H", "O", "C", "C", "C", "C", "C", "C", "H", "H", "O", "C", "H", "H", "H", "H", "H", "H", "H", "H", "H", "H", "H"],
  "xyz": [[1.162, 2.623, -1.557], [1.739, 2.574, -2.741], [2.559, 1.431, -3.275], [2.562, 0.268, -2.431], [1.816, -0.867, -2.584], [2.082, -1.723, -1.638], [2.997, -1.156, -0.831], [3.283, 0.030, -1.291], [4.182, 1.023, -0.646], [3.675, 1.991, -0.638], [5.108, 1.128, -1.218], [4.517, 0.617, 0.802], [3.370, 0.085, 1.504], [2.304, 0.864, 1.803], [2.336, 2.080, 1.775], [1.078, 0.113, 2.227], [0.707, -1.089, 1.633], [-0.465, -1.716, 2.021], [-1.270, -1.154, 3.007], [-0.908, 0.052, 3.590], [0.254, 0.683, 3.193], [0.539, 1.630, 3.624], [-1.547, 0.489, 4.341], [-2.720, -1.935, 3.490], [-0.925, -3.189, 1.265], [1.289, -1.535, 0.839], [3.208, -0.900, 1.354], [4.869, 1.501, 1.340], [5.290, -0.150, 0.811], [0.690, -1.110, -3.882], [-0.180, -2.548, -3.180], [-0.455, -3.197, -4.009], [0.546, -3.030, -2.527], [-1.416, -2.120, -2.400], [-2.213, -1.797, -3.088], [-1.058, -1.055, -1.552], [-1.988, -0.579, -0.668], [-1.635, 0.584, 0.016], [-2.473, 1.126, 0.961], [-3.695, 0.518, 1.257], [-4.058, -0.624, 0.560], [-3.214, -1.166, -0.400], [-3.536, -2.055, -0.918], [-4.998, -1.119, 0.751], [-4.440, 1.118, 2.230], [-5.648, 0.509, 2.614], [-6.049, 1.128, 3.416], [-6.367, 0.481, 1.788], [-5.484, -0.506, 2.988], [-2.198, 2.023, 1.492], [-0.689, 1.048, -0.206], [-1.772, -2.985, -1.824], [3.595, 1.763, -3.418], [2.162, 1.130, -4.251], [1.655, 3.398, -3.437], [0.590, 3.477, -1.241], [1.238, 1.820, -0.843]]
}

| no. | E (a.u.) |
| --- | --- |
| 1 | -1762.88650 |
| 2 | -1514.52322 |
| 3 | -2022.23298 |
| 4 | -3446.54150 |
| 5 | -1752.99462 |
| 6 | -2265.12270 |
| 7 | -5670.06984 |
| 8 | -2654.15870 |